No. 1
DFT (ωB97M-V with the def2-TZVPD basis set) results for a molecular structure, C2H2N2O in a non-equilibrium geometry.

Computed properties:
Energy above the lowest of the compared OMol25 structures with the same formula, charge and spin: 841.4 kJ/mol
Kohn-Sham gap (alpha / beta): 8.09 / 8.16 eV
F_max: 6.1 eV/Å
Energy: -261.8435 Eh
HOMO (alpha / beta): -0.335 / -0.336 Ha
Net charge: 0
LUMO (alpha / beta): -1.0 / -1.0 eV

Geometry (Å):
1 C -0.7351 0.0759 0.8005
2 C 0.2195 0.5147 -0.2342
3 N -0.4705 -1.1744 0.5507
4 N 0.4605 -0.7063 -0.5668
5 O 1.1022 -1.3834 -1.3339
6 H -1.5582 0.5200 1.3874
7 H 0.9817 2.1535 -0.6037

Cartesian forces, eV/Å:
-0.2 -1.6 -0.6
1.9 5.7 -1.1
-2.2 -0.2 1.7
1.7 0.5 -1.0
-0.4 0.1 0.5
1.0 -0.4 -0.1
-1.8 -4.0 0.6

No. 2
DFT (ωB97M-V with the def2-TZVPD basis set) results for C18H19N3O4S in the gas phase in a non-equilibrium geometry.

Computed properties:
Energy above the lowest of the compared OMol25 structures with the same formula, charge and spin: 237.8 kJ/mol
Kohn-Sham gap: 8.75 eV
F_max: 1.8 eV/Å
Energy: -1560.7399 Eh
HOMO: -0.323 Ha
Net charge: 0
LUMO: 0.0 eV

Geometry (Å):
1 C -2.4977 -2.8005 2.2629
2 C -3.8291 -2.4673 1.5995
3 C -3.8847 -2.8548 0.1218
4 C -2.8533 -2.1223 -0.7510
5 C -3.0379 -0.6545 -0.6822
6 N -3.9755 -0.0019 -1.2600
7 N -3.9690 1.3010 -1.0383
8 C -2.9984 1.6975 -0.2823
9 N -2.8989 3.0103 0.0910
10 C -1.8979 3.7475 0.6614
11 O -2.0971 4.8894 0.9936
12 C -0.5467 3.0673 0.8436
13 O -0.1793 2.4766 -0.3839
14 C 0.9982 1.8078 -0.4635
15 C 1.2845 1.2399 -1.7142
16 C 2.4452 0.5385 -1.9092
17 C 3.3719 0.3673 -0.8710
18 C 4.6170 -0.3499 -0.9992
19 C 4.9939 -0.9663 -2.3061
20 C 5.4199 -0.4416 0.0844
21 C 5.0867 0.1446 1.3657
22 O 5.7631 0.0857 2.3611
23 O 3.8927 0.8220 1.4387
24 C 3.0703 0.9347 0.3768
25 C 1.8911 1.6504 0.5808
26 S -1.9678 0.3849 0.2608
27 H -2.5563 -2.6174 3.3331
28 H -2.2467 -3.8477 2.1083
29 H -1.6926 -2.1880 1.8632
30 H -4.6276 -3.0016 2.1187
31 H -4.0323 -1.3992 1.7046
32 H -4.8799 -2.6310 -0.2658
33 H -3.7128 -3.9282 0.0228
34 H -1.8418 -2.3794 -0.4371
35 H -2.9905 -2.4369 -1.7877
36 H -3.7321 3.5475 -0.1346
37 H 0.1722 3.8381 1.1459
38 H -0.6230 2.3139 1.6418
39 H 0.5703 1.3742 -2.5105
40 H 2.6483 0.1118 -2.8780
41 H 5.9571 -1.4624 -2.2280
42 H 4.2463 -1.6976 -2.6095
43 H 5.0544 -0.2027 -3.0801
44 H 6.3634 -0.9632 0.0506
45 H 1.7222 2.0633 1.5612

Cartesian forces, eV/Å:
-0.3 0.1 0.0
0.1 -0.2 -0.1
0.1 0.2 0.1
-0.2 -0.4 0.0
0.7 0.4 0.5
-0.3 -1.5 -0.5
-0.1 1.8 0.2
0.7 -1.2 0.2
-0.6 0.6 -0.1
0.3 -0.2 -0.1
0.1 0.2 0.1
0.2 0.2 0.3
0.1 0.2 -0.1
0.4 -0.3 -0.2
-0.2 0.1 0.0
0.0 0.1 0.3
-0.2 0.3 0.5
0.4 -0.1 0.4
0.0 0.0 0.1
-0.2 -0.1 -0.5
0.5 -0.1 0.5
-0.3 0.1 -0.3
-0.1 0.1 0.2
-0.3 -0.1 -0.9
-0.1 0.1 0.2
-0.9 0.0 -0.5
0.1 0.0 0.1
0.1 -0.1 0.0
0.2 0.0 0.0
0.0 0.1 0.0
-0.1 0.0 0.0
0.0 -0.1 -0.1
-0.1 -0.1 0.0
0.0 0.0 -0.1
0.1 0.0 0.0
0.2 0.0 0.1
-0.2 -0.1 0.0
0.1 0.1 0.0
-0.1 0.0 -0.1
0.0 0.0 -0.1
0.0 0.0 0.0
0.0 -0.1 -0.1
0.0 0.0 -0.1
0.1 0.0 0.0
0.0 0.1 0.1

No. 3
DFT (ωB97M-V with the def2-TZVPD basis set) results for a molecular structure, C5H9NO2 in a non-equilibrium geometry.

Computed properties:
Energy above the lowest of the compared OMol25 structures with the same formula, charge and spin: 167.2 kJ/mol
Kohn-Sham gap: 8.59 eV
F_max: 1.4 eV/Å
Energy: -401.1131 Eh
HOMO: -0.327 Ha
Net charge: 0
LUMO: -0.3 eV

Geometry (Å):
1 C 1.9479 -0.4938 0.9916
2 C 2.0386 -1.3636 0.0060
3 C 0.8342 1.3912 1.8554
4 N 1.0404 0.5861 0.9080
5 H 2.5333 -0.5500 1.8983
6 H 1.4313 -1.2746 -0.8825
7 H 2.7314 -2.1830 0.0978
8 H 0.0914 2.1600 1.7264
9 H 1.3776 1.3076 2.7889
10 H 0.3784 0.6274 -0.0733
11 O -0.3372 0.5277 -1.1304
12 C -1.5020 0.1635 -0.7102
13 O -1.8073 0.0732 0.4784
14 C -2.5089 -0.1698 -1.7880
15 H -3.4960 -0.2719 -1.3521
16 H -2.5012 0.5862 -2.5669
17 H -2.2519 -1.1161 -2.2474

Cartesian forces, eV/Å:
-0.1 0.4 0.2
0.1 -0.2 -0.1
0.1 -0.1 0.1
0.6 -0.2 0.6
0.1 0.0 0.1
0.0 0.0 -0.1
0.1 -0.1 -0.1
-0.2 0.1 0.0
0.1 0.0 0.1
-0.7 0.0 -1.2
0.5 0.2 0.2
-0.5 -0.1 0.2
0.0 0.0 0.0
-0.1 0.0 0.1
-0.1 0.1 0.0
0.0 0.1 -0.1
0.2 -0.2 -0.1

No. 4
DFT (ωB97M-V with the def2-TZVPD basis set) results for 3 unconnected molecules or ions with the total composition C12H13O in a non-equilibrium geometry.

Computed properties:
Kohn-Sham gap: 5.48 eV
F_max: 7.2 eV/Å
Energy: -540.1519 Eh
HOMO: -0.091 Ha
Net charge: -1
LUMO: 3.0 eV

Geometry (Å):
1 O 40.5004 -33.8174 27.1953
2 H 41.2239 -34.3791 27.3977
3 C 39.0810 -27.4581 26.5806
4 C 39.4330 -28.1251 27.8406
5 C 39.5761 -29.5982 27.8430
6 C 39.2436 -30.2953 26.6115
7 C 38.9049 -29.6862 25.3800
8 C 38.7515 -28.2051 25.4127
9 H 39.1061 -26.1660 26.4586
10 H 39.5633 -27.4762 28.7581
11 H 40.0162 -30.1370 28.5882
12 H 39.5399 -31.3774 26.7122
13 H 38.9477 -30.5460 24.6312
14 H 38.3052 -27.7417 24.5354
15 C 44.5534 -37.6807 29.0037
16 C 45.9234 -38.2069 28.7886
17 C 46.5381 -37.9170 27.5296
18 C 45.8927 -37.1368 26.6000
19 C 44.5081 -36.8445 26.7002
20 C 43.8269 -37.1278 27.9459
21 H 43.9187 -37.7976 30.0456
22 H 46.3080 -38.9066 29.3747
23 H 47.4882 -38.2504 27.3691
24 H 46.5019 -36.8132 25.6722
25 H 43.9556 -36.3208 25.9006
26 H 42.7588 -36.6813 27.9564

Cartesian forces, eV/Å:
-1.2 1.0 -0.4
1.1 -0.8 0.3
-0.1 1.2 0.2
0.0 -1.1 -1.3
-2.3 4.5 -4.5
1.9 0.2 1.6
0.5 0.3 2.5
0.4 -2.3 0.4
-0.3 -4.2 0.7
0.2 -1.0 -1.2
0.7 -1.2 2.2
-0.6 0.8 -0.6
-0.7 2.3 0.0
0.5 0.3 0.1
-0.3 -1.3 1.6
-4.3 3.9 -4.2
-2.9 0.5 3.0
-0.7 0.8 -2.5
0.6 -0.1 1.4
0.1 1.7 -1.7
2.1 0.1 -2.7
1.8 -2.5 3.0
2.5 -0.8 -0.5
-1.3 -0.6 1.5
0.5 -0.3 0.5
1.8 -1.2 0.6

No. 5
DFT (ωB97M-V with the def2-TZVPD basis set) results for a molecular structure, C26H17IrN7O2S3.

Computed properties:
Energy above the lowest of the compared OMol25 structures with the same formula, charge and spin: 0.0 kJ/mol
Spin multiplicity: 6
Kohn-Sham gap (alpha / beta): 7.41 / 5.12 eV
F_max: 0.4 eV/Å
Energy: -2833.5429 Eh
HOMO (alpha / beta): -0.286 / -0.312 Ha
Net charge: 0
LUMO (alpha / beta): -0.4 / -3.4 eV

Geometry (Å):
1 Ir 0.2892 -1.1413 -1.5425
2 S -1.3741 -2.7341 -1.3083
3 C -2.5710 -1.9012 -0.3713
4 C -3.6307 -2.6321 0.1731
5 C -4.5994 -2.0097 0.9358
6 C -5.6770 -2.7840 1.4746
7 N -6.5338 -3.4138 1.9077
8 C -4.5255 -0.6203 1.1739
9 C -3.4820 0.1064 0.6407
10 C -2.4942 -0.5188 -0.1267
11 S -1.2152 0.4399 -0.7802
12 C -5.5223 0.0361 1.9628
13 N -6.3115 0.5762 2.5984
14 H -3.6880 -3.6980 0.0011
15 H -3.4148 1.1710 0.8211
16 N 2.5549 3.0073 5.0567
17 C 2.1581 1.9029 4.3206
18 C 1.0356 1.9741 3.4873
19 C 0.6662 0.8872 2.7228
20 C 1.4125 -0.2834 2.7711
21 C 2.5296 -0.3667 3.5882
22 C 2.8985 0.7179 4.3604
23 S 0.9283 -1.6571 1.7892
24 O -0.5068 -1.6494 1.6916
25 O 1.6028 -2.8260 2.2680
26 N 1.4393 -1.2893 0.2741
27 C 2.7359 -1.0487 -0.0455
28 N 3.7351 -1.0617 0.8329
29 C 4.9350 -0.7731 0.3442
30 C 5.1715 -0.4767 -0.9890
31 C 4.0640 -0.4891 -1.8235
32 N 2.8577 -0.7671 -1.3599
33 H 1.8356 3.6848 5.2524
34 H 3.1317 2.8123 5.8592
35 H 0.4505 2.8850 3.4525
36 H -0.2155 0.9368 2.0967
37 H 3.0991 -1.2847 3.6120
38 H 3.7678 0.6506 5.0028
39 H 5.7526 -0.7818 1.0568
40 H 6.1615 -0.2483 -1.3518
41 H 4.1477 -0.2734 -2.8838
42 C 0.8728 -0.9594 -3.7526
43 C -0.0875 0.0755 -3.8006
44 C -1.4564 -0.1915 -4.1122
45 C -2.3698 0.8275 -4.2072
46 C -1.9662 2.1537 -4.0033
47 C -0.6244 2.4484 -3.6974
48 C 0.2926 1.4401 -3.5976
49 C -2.9179 3.2123 -4.0986
50 N -3.6853 4.0656 -4.1747
51 H 1.9229 -0.7145 -3.7899
52 H 0.5921 -1.9488 -4.1012
53 H -1.7633 -1.2168 -4.2731
54 H -3.4027 0.6131 -4.4436
55 H -0.3294 3.4765 -3.5405
56 H 1.3243 1.6599 -3.3534

Cartesian forces, eV/Å:
0.1 -0.2 0.2
0.0 -0.1 0.0
0.0 0.0 0.0
0.0 0.0 0.0
0.2 0.1 -0.1
-0.1 0.0 0.1
0.0 0.0 0.0
0.1 -0.1 -0.1
0.0 0.1 0.0
0.0 0.0 0.0
-0.2 0.2 0.1
-0.1 0.1 0.1
0.0 0.0 0.0
0.0 0.0 0.0
0.0 0.0 0.0
0.0 0.0 0.1
0.0 0.0 -0.1
0.0 0.0 0.0
-0.1 0.0 0.0
0.0 0.0 0.0
0.0 0.0 0.1
0.0 0.0 0.0
0.1 0.0 0.3
0.0 0.0 0.0
0.0 0.0 0.0
-0.2 -0.1 -0.3
0.1 0.1 -0.1
0.0 0.0 0.0
0.0 0.0 0.0
0.0 0.0 -0.1
0.1 0.0 0.2
0.1 0.0 -0.1
0.0 0.0 0.0
0.0 0.0 0.0
0.0 0.0 0.0
0.0 0.0 0.0
0.0 0.0 0.0
0.0 0.0 0.0
0.0 0.0 0.0
0.0 0.0 0.0
0.0 0.0 0.0
0.0 0.0 -0.1
0.1 0.0 -0.1
0.0 0.0 0.0
0.0 0.0 0.0
0.1 -0.1 0.0
0.0 0.0 0.0
0.0 0.0 0.0
-0.1 0.1 0.0
0.0 0.0 0.0
0.0 0.0 0.0
0.0 0.0 0.0
0.0 0.0 0.0
0.0 0.0 0.0
0.0 0.0 0.0
0.0 0.0 0.0

No. 6
DFT (ωB97M-V with the def2-TZVPD basis set) results for 6 unconnected molecules or ions with the total composition C27H66N3O15S5 in a non-equilibrium geometry.

Computed properties:
Kohn-Sham gap: 8.61 eV
F_max: 4.2 eV/Å
Energy: -4351.8270 Eh
HOMO: -0.437 Ha
Net charge: +1
LUMO: -3.3 eV

Geometry (Å):
1 C -1.5058 1.9619 1.5102
2 C -1.3885 0.4323 1.1544
3 C -1.0957 0.1864 -0.3594
4 C 0.2694 0.7526 -0.8711
5 C 1.3639 -0.3887 -0.8291
6 C 1.9009 -0.4533 0.6738
7 C 1.7804 -1.9409 1.2211
8 C 3.2830 -2.4071 1.2217
9 N 3.4619 -2.9999 2.3506
10 C 4.8445 -3.5085 2.6555
11 N 5.2076 -2.9460 3.9407
12 C 5.4844 -1.5059 3.8756
13 C 2.3054 -3.1137 3.2503
14 C 1.3376 -1.9700 2.7288
15 N 1.6884 -0.7969 3.5338
16 H -0.8621 2.5188 0.8020
17 H -2.5600 2.2589 1.4122
18 H -1.1320 2.1771 2.5282
19 H -2.3956 0.0006 1.3542
20 H -0.7004 -0.0923 1.8477
21 H -1.9113 0.6855 -0.9190
22 H -1.1146 -0.9079 -0.5267
23 H 0.6784 1.5793 -0.2594
24 H 0.2232 1.1043 -1.9196
25 H 0.9453 -1.3639 -1.1465
26 H 2.2104 -0.1645 -1.5114
27 H 2.9700 -0.1591 0.6147
28 H 1.3387 0.2613 1.2896
29 H 1.2683 -2.6626 0.5545
30 H 4.0045 -2.2158 0.4196
31 H 4.9065 -4.6067 2.6157
32 H 5.4899 -3.0423 1.8765
33 H 5.9454 -3.4722 4.3973
34 H 5.3974 -1.1287 2.8299
35 H 6.4927 -1.2362 4.2490
36 H 4.7406 -0.9208 4.4569
37 H 1.8318 -4.0962 3.0682
38 H 2.5662 -2.9374 4.3031
39 H 0.3094 -2.3387 2.8999
40 H 1.5686 -1.0509 4.5114
41 H 1.0124 -0.0530 3.3687
42 O -4.2619 2.6512 -2.9312
43 S -4.8089 1.4412 -2.3845
44 O -4.1937 0.1646 -2.6302
45 O -6.3673 1.3541 -2.7637
46 C -6.7357 1.4182 -4.1516
47 C -6.4093 0.1372 -4.8968
48 C -5.0107 1.6347 -0.6401
49 H -6.2646 2.2829 -4.6256
50 H -7.8123 1.5845 -4.1757
51 H -5.3330 -0.0290 -4.9458
52 H -6.7877 0.1794 -5.9185
53 H -6.8475 -0.7239 -4.3913
54 H -5.5028 2.5845 -0.4420
55 H -4.0169 1.6252 -0.1951
56 H -5.5968 0.8008 -0.2598
57 O -3.1985 4.5989 1.3383
58 S -3.9918 5.7706 1.0770
59 O -5.1063 5.7275 0.1723
60 O -3.0129 6.9682 0.6512
61 C -2.1362 6.7538 -0.4679
62 C -2.8789 6.7841 -1.7914
63 C -4.5433 6.4557 2.6085
64 H -1.5880 5.8165 -0.3426
65 H -1.4035 7.5596 -0.4470
66 H -3.5790 5.9525 -1.8737
67 H -2.1788 6.7151 -2.6249
68 H -3.4569 7.7046 -1.8855
69 H -3.7010 6.5213 3.2928
70 H -5.3038 5.7872 3.0081
71 H -4.9732 7.4364 2.4194
72 O 7.2682 -5.4479 4.2379
73 S 8.4000 -6.0309 3.5637
74 O 8.3639 -6.2970 2.1531
75 O 8.8376 -7.3633 4.3423
76 C 7.8555 -8.3961 4.5364
77 C 7.5570 -9.1558 3.2569
78 C 9.8431 -5.0764 3.9156
79 H 6.9449 -7.9732 4.9678
80 H 8.2729 -9.0810 5.2736
81 H 7.0809 -8.5137 2.5158
82 H 6.8856 -9.9918 3.4559
83 H 8.4777 -9.5356 2.8127
84 H 9.8962 -4.8926 4.9861
85 H 9.7510 -4.1361 3.3747
86 H 10.7171 -5.6212 3.5668
87 O 0.9711 7.8690 1.1886
88 S 2.4002 7.7263 1.1810
89 O 3.1111 7.4034 -0.0242
90 O 2.8197 6.6810 2.3319
91 C 2.2334 5.3733 2.3008
92 C 2.8124 4.5078 1.1958
93 C 3.1352 9.1641 1.8953
94 H 1.1463 5.4498 2.2143
95 H 2.4489 4.9172 3.2672
96 H 2.5628 4.9026 0.2111
97 H 2.4184 3.4912 1.2591
98 H 3.9007 4.4741 1.2651
99 H 2.6250 9.3995 2.8262
100 H 3.0147 9.9775 1.1823
101 H 4.1921 8.9716 2.0642
102 O -7.6924 -2.7761 -6.3836
103 S -7.7318 -3.7897 -7.4011
104 O -8.4898 -4.9961 -7.2239
105 O -6.2234 -4.1735 -7.8092
106 C -5.3339 -4.6137 -6.7733
107 C -5.6474 -6.0233 -6.3058
108 C -8.2036 -3.0557 -8.9365
109 H -5.3488 -3.9076 -5.9391
110 H -4.3308 -4.5891 -7.1989
111 H -6.6211 -6.0719 -5.8188
112 H -4.8979 -6.3655 -5.5907
113 H -5.6735 -6.7111 -7.1521
114 H -7.6132 -2.1570 -9.0978
115 H -9.2604 -2.8056 -8.8647
116 H -8.0460 -3.7777 -9.7343

Cartesian forces, eV/Å:
0.6 -1.0 -0.4
-0.8 0.5 0.1
0.3 0.7 0.6
0.8 -1.3 -0.6
0.0 1.0 0.9
-0.6 -1.3 -1.9
2.0 2.1 -0.2
-3.7 -0.1 2.0
2.4 -0.3 -1.4
0.7 1.0 1.0
0.0 -0.3 -0.3
-0.1 0.7 0.0
-1.2 0.5 -0.5
1.3 -2.2 0.5
-0.5 0.1 -0.7
-0.6 0.1 0.4
0.6 0.3 0.1
-0.4 -0.1 -0.4
0.7 0.0 0.0
-0.1 0.2 -0.5
0.3 -0.5 0.2
-0.2 0.6 -0.3
-0.5 -0.2 -0.3
-0.4 -0.1 0.6
0.1 0.6 0.2
-0.5 0.0 0.3
-0.6 0.0 0.6
0.4 -0.4 -0.2
-0.3 0.7 0.4
-0.1 -0.4 0.6
-0.2 0.5 0.2
-0.5 -0.6 0.0
-0.2 -0.1 -0.2
0.2 -0.2 0.6
-0.5 -0.3 -0.2
0.4 -0.4 -0.3
0.4 0.3 0.4
0.3 -0.5 -0.5
0.3 0.3 -0.5
0.1 0.1 -0.1
0.2 0.0 0.0
0.1 -0.5 -0.1
-0.8 0.0 0.2
0.1 0.5 -0.1
0.6 0.0 0.5
-0.1 -0.1 -0.9
0.3 -0.1 0.1
-0.2 0.0 0.0
0.1 0.0 0.2
0.1 0.0 0.3
0.0 0.0 0.0
-0.1 0.0 0.1
-0.1 0.0 -0.1
0.0 0.0 0.0
0.0 0.0 -0.1
0.0 0.0 -0.1
-0.3 0.1 -0.3
0.2 0.9 0.0
0.4 -0.4 0.2
-0.5 -0.4 0.5
0.4 -0.1 -0.9
-0.3 -0.2 0.0
0.1 0.0 0.0
-0.1 0.0 0.1
-0.1 0.0 0.4
0.1 0.0 0.0
0.1 0.1 0.1
0.1 0.0 0.0
0.0 0.0 -0.1
0.0 0.0 -0.1
0.0 0.0 0.0
-0.2 0.0 -0.4
1.0 -0.6 0.2
-0.4 0.3 0.4
0.0 0.8 -0.2
-0.7 -0.7 -0.1
0.0 0.2 -0.2
0.0 0.0 0.1
0.1 0.2 0.0
0.2 0.3 0.0
0.0 0.0 0.0
0.1 0.0 0.1
0.0 0.0 0.1
0.0 0.0 0.0
-0.1 -0.1 0.0
-0.1 0.0 0.0
0.3 -0.3 -0.2
0.4 0.1 0.3
-0.5 0.0 0.2
0.0 0.5 -0.2
-0.3 -0.7 -0.2
0.1 0.1 -0.3
0.0 -0.1 0.1
0.1 0.2 0.0
0.1 0.3 0.1
0.0 0.0 0.0
0.0 0.0 0.1
0.0 0.0 0.1
0.0 0.0 0.0
-0.1 -0.1 -0.1
0.0 0.0 0.0
0.0 -0.4 0.0
0.2 -0.1 -0.5
0.2 0.5 0.2
-0.5 0.3 -0.2
0.4 -0.4 0.6
-0.3 -0.1 0.0
0.1 0.0 0.0
-0.1 0.1 -0.1
-0.2 0.2 -0.2
0.0 0.0 0.0
0.1 0.1 -0.1
0.1 0.0 0.0
0.0 0.0 0.0
0.0 0.0 0.1
0.0 0.0 0.1

Among the records above, which one has the lowest energy? C27H66N3O15S5